[1]
2 unconnected molecules or ions with the total composition C5H14O in a non-equilibrium geometry. Source: the Open Molecules 2025 dataset; level of theory: the ωB97M-V functional and the def2-TZVPD basis.

Each line ends with the Mulliken charge.
Geometry (Å):
C (-1.476, -0.599, 1.122)  -1.065
C (-1.941, -0.361, -0.299)  -0.102
C (-2.093, 1.120, -0.629)  -1.170
H (-2.178, -0.371, 1.897)  0.407
H (-1.263, -1.623, 1.254)  0.340
H (-0.521, -0.131, 1.309)  0.139
H (-1.206, -0.740, -1.010)  0.127
H (-2.892, -0.855, -0.507)  0.343
H (-2.542, 1.239, -1.594)  0.359
H (-1.182, 1.700, -0.739)  0.280
H (-2.824, 1.570, 0.023)  0.332
C (2.734, -0.621, 0.393)  -1.137
C (1.985, -0.005, -0.749)  0.035
O (1.486, 1.290, -0.426)  -0.519
H (3.559, -0.013, 0.758)  0.316
H (3.198, -1.559, 0.081)  0.348
H (2.043, -0.814, 1.218)  0.304
H (2.617, 0.133, -1.625)  0.347
H (1.131, -0.635, -1.016)  0.012
H (1.367, 1.277, 0.538)  0.303

Forces on the atoms, in the same order (eV/Å):
0.3942 -0.1336 -0.5486
0.2671 0.8997 -0.3160
-0.5198 -0.1023 -0.3895
-0.5144 0.6211 0.3009
0.1794 -1.5319 0.1434
0.1598 0.6054 0.1384
0.0083 -0.4062 0.0965
0.0400 -0.1424 0.1088
-0.4006 -0.1788 -0.8485
0.3030 -0.1142 0.7074
0.0744 0.4793 0.6032
0.3284 -0.4795 0.1983
-0.2582 0.4097 -0.3298
0.0750 -0.0221 0.6844
-0.0604 0.3395 -0.0409
-0.2351 -0.1329 0.0799
0.1396 -0.1132 0.0485
0.0237 -0.1324 -0.0773
0.1241 -0.1728 -0.1495
-0.1284 0.3076 -0.4098

Computed properties:
**SMILES string**: CCC.CCO
**Frontier orbital gap**: 11.335 eV
**Charge**: 0
**Relative energy (zero: lowest compared OMol25 entry of this formula, charge and spin)**: 71.67 kJ/mol



[2]
2 unconnected molecules or ions with the total composition C5H14O in a non-equilibrium geometry. Source: the Open Molecules 2025 dataset; level of theory: the ωB97M-V functional and the def2-TZVPD basis.

Each line ends with the Mulliken charge.
Geometry (Å):
C (-0.245, -0.025, -2.324)  -1.404
C (0.725, -1.138, -1.981)  0.662
C (0.845, -1.486, -0.503)  -1.014
O (0.440, -2.365, -2.717)  -0.547
H (-0.541, -0.113, -3.380)  0.422
H (0.292, 0.923, -2.379)  0.335
H (-1.167, 0.022, -1.750)  0.346
H (1.696, -0.882, -2.407)  0.139
H (0.473, -2.490, -0.296)  0.344
H (1.898, -1.712, -0.318)  0.307
H (0.287, -0.762, 0.080)  0.144
H (-0.140, -2.179, -3.417)  0.265
C (-0.518, 0.950, 3.201)  -0.772
C (-0.566, 2.124, 2.221)  -0.843
H (-0.934, 0.164, 2.569)  0.202
H (0.364, 0.575, 3.710)  0.298
H (-1.238, 1.138, 4.002)  0.278
H (-0.607, 3.147, 2.593)  0.335
H (-1.388, 2.016, 1.514)  0.255
H (0.323, 2.095, 1.578)  0.247

Forces on the atoms, in the same order (eV/Å):
0.1114 0.1179 -1.1918
-0.0125 -1.0467 -1.0070
0.3203 -0.9723 -0.7564
0.7719 -0.3028 1.9059
-0.0872 -0.2832 0.1203
-0.1758 0.1986 0.7330
0.1502 0.0341 0.3044
0.1767 0.5075 0.3939
-0.8128 0.1401 -0.3066
0.0649 1.0772 0.7127
0.6571 0.0938 0.5676
-1.1677 0.4493 -1.4579
-1.7527 0.0796 -0.1673
1.4440 0.3297 -0.7115
0.1555 -0.5946 0.5825
0.5595 0.5634 -0.5079
-0.1184 -0.1948 -0.0309
-0.0157 -0.1586 0.4923
-0.2370 -0.0945 0.2679
-0.0315 0.0564 0.0569

Computed properties:
**SMILES string**: CC(C)O.CC
**Frontier orbital gap**: 11.037 eV
**Charge**: 0
**Relative energy (zero: lowest compared OMol25 entry of this formula, charge and spin)**: 123.35 kJ/mol



[3]
2 unconnected molecules or ions with the total composition C5H14O in a non-equilibrium geometry. Source: the Open Molecules 2025 dataset; level of theory: the ωB97M-V functional and the def2-TZVPD basis.

Each line ends with the Mulliken charge.
Geometry (Å):
C (1.583, 0.891, 2.604)  -1.183
C (1.534, 0.984, 1.077)  -0.300
C (0.377, 0.153, 0.465)  -0.681
C (-0.623, 1.005, -0.311)  -0.611
C (-0.038, 1.550, -1.613)  -1.093
H (0.602, 0.575, 2.973)  0.318
H (1.849, 1.799, 3.127)  0.312
H (2.263, 0.095, 2.894)  0.307
H (2.485, 0.594, 0.690)  0.260
H (1.417, 2.009, 0.731)  0.336
H (0.795, -0.478, -0.322)  0.245
H (-0.034, -0.539, 1.210)  0.454
H (-1.535, 0.432, -0.535)  0.345
H (-1.071, 1.813, 0.269)  0.336
H (-0.677, 2.350, -1.968)  0.339
H (0.970, 1.956, -1.464)  0.296
H (-0.014, 0.759, -2.367)  0.319
O (-2.364, -3.856, -1.969)  -0.637
H (-2.599, -3.593, -1.070)  0.319
H (-2.919, -4.606, -2.200)  0.318

Forces on the atoms, in the same order (eV/Å):
-0.6136 -0.4854 -0.0694
-0.0484 -0.4639 -0.0181
0.6286 -0.0128 -0.6269
-1.0460 -0.1315 0.2985
-0.0885 -0.1152 0.3299
0.0318 0.2211 0.1057
0.2275 0.2458 -0.0371
0.1945 -0.0144 0.1831
-0.1434 0.3565 -0.0529
0.1636 0.1610 0.0956
0.1339 -0.3367 0.1463
-0.2587 0.3608 -0.1252
0.3320 -0.2683 -0.2004
0.5049 0.2853 0.3611
-0.0188 0.1680 -0.2951
-0.1857 -0.1126 -0.1088
0.1830 0.1363 0.0121
0.1206 0.1626 0.0442
-0.0597 -0.1891 -0.2069
-0.0574 0.0326 0.1642

Computed properties:
**SMILES string**: CCCCC.O
**Frontier orbital gap**: 11.711 eV
**Charge**: 0
**Relative energy (zero: lowest compared OMol25 entry of this formula, charge and spin)**: 50.73 kJ/mol



[4]
2 unconnected molecules or ions with the total composition C5H14O in a non-equilibrium geometry. Source: the Open Molecules 2025 dataset; level of theory: the ωB97M-V functional and the def2-TZVPD basis.

Each line ends with the Mulliken charge.
Geometry (Å):
C (0.312, -1.664, 0.154)  -1.028
C (0.783, -0.624, 1.174)  -0.769
C (0.583, 0.856, 0.816)  0.720
C (-0.918, 1.188, 0.714)  -1.353
C (1.220, 1.151, -0.540)  -1.449
H (-0.646, -1.362, -0.274)  0.228
H (1.030, -1.732, -0.668)  0.280
H (0.203, -2.633, 0.633)  0.369
H (0.233, -0.811, 2.106)  0.366
H (1.848, -0.737, 1.420)  0.384
H (0.976, 1.483, 1.615)  0.326
H (-1.138, 2.192, 1.093)  0.364
H (-1.626, 0.560, 1.250)  0.341
H (-1.307, 1.222, -0.310)  0.253
H (2.276, 0.884, -0.524)  0.359
H (1.117, 2.176, -0.911)  0.401
H (0.691, 0.583, -1.313)  0.219
O (-2.111, -0.785, -1.845)  -0.641
H (-2.154, -1.619, -2.323)  0.302
H (-1.372, -0.327, -2.269)  0.327

Forces on the atoms, in the same order (eV/Å):
0.2454 0.7474 -0.1011
0.2244 0.1117 0.7810
-1.3470 -0.3529 -0.7611
-0.7630 0.9281 -0.1056
0.0174 0.2371 -0.1501
0.0544 -0.1931 0.1584
-0.0660 -0.2116 0.0043
0.0592 -0.1286 -0.0804
0.1479 0.0988 -0.0254
-0.1417 -0.3101 -0.0978
0.3854 -0.0911 -0.0516
0.2565 0.0354 0.0035
0.3416 -0.4450 0.2216
0.2775 -0.2343 -0.0094
0.0988 -0.0269 -0.2489
0.0986 0.1209 0.5347
0.2863 -0.3217 0.1324
0.1307 0.1071 -0.3977
-0.1146 -0.0686 0.0401
-0.1919 -0.0024 0.1530

Computed properties:
**SMILES string**: CCC(C)C.O
**Frontier orbital gap**: 11.584 eV
**Charge**: 0
**Relative energy (zero: lowest compared OMol25 entry of this formula, charge and spin)**: 34.55 kJ/mol



[5]
2 unconnected molecules or ions with the total composition C5H14O2 in a non-equilibrium geometry. Source: the Open Molecules 2025 dataset; level of theory: the ωB97M-V functional and the def2-TZVPD basis.

Each line ends with the Mulliken charge.
Geometry (Å):
C (-0.031, 1.987, 1.297)  -1.171
C (0.932, 1.264, 0.353)  -0.277
C (0.415, 1.125, -1.097)  -0.838
C (-0.909, 0.397, -1.300)  -0.457
C (-0.802, -1.114, -1.194)  -0.441
O (0.309, -1.643, -1.914)  -0.546
H (0.526, 2.411, 2.143)  0.349
H (-0.808, 1.288, 1.560)  0.311
H (-0.468, 2.887, 0.863)  0.295
H (1.142, 0.296, 0.789)  0.221
H (1.875, 1.802, 0.241)  0.333
H (1.215, 0.696, -1.697)  0.398
H (0.360, 2.144, -1.485)  0.378
H (-1.307, 0.715, -2.255)  0.296
H (-1.628, 0.799, -0.577)  0.309
H (-1.677, -1.545, -1.682)  0.339
H (-0.749, -1.424, -0.151)  0.180
H (1.062, -1.613, -1.315)  0.330
O (0.236, -3.218, 2.779)  -0.640
H (-0.577, -3.491, 2.334)  0.311
H (0.882, -3.764, 2.308)  0.320

Forces on the atoms, in the same order (eV/Å):
0.8648 0.6051 -0.3101
-0.3310 0.3299 -0.7171
0.4341 0.4191 0.4887
0.3655 0.8035 0.3063
-0.2235 0.0782 -0.5502
0.1001 -0.0357 0.3035
-0.3175 -0.6744 0.2351
-0.3423 0.1062 0.5804
-0.2217 -0.1542 -0.4340
0.2480 -0.3478 0.0714
0.0944 -0.0037 0.3595
-0.0643 -0.3649 -0.1303
-0.3631 0.1041 -0.0260
-0.0632 -0.2826 -0.4799
-0.0427 -0.3095 0.0812
-0.0803 -0.1659 0.3405
-0.1200 -0.1103 0.1399
0.0672 -0.0034 -0.2295
0.0107 -0.4632 -0.5968
-0.1228 0.2239 0.2525
0.1073 0.2455 0.3150

Computed properties:
**SMILES string**: CCCCCO.O
**Frontier orbital gap**: 10.921 eV
**Charge**: 0
**Relative energy (zero: lowest compared OMol25 entry of this formula, charge and spin)**: 36.85 kJ/mol



[6]
3 unconnected molecules or ions with the total composition C5H14O2 in a non-equilibrium geometry. Source: the Open Molecules 2025 dataset; level of theory: the ωB97M-V functional and the def2-TZVPD basis.

Each line ends with the Mulliken charge.
Geometry (Å):
C (-0.231, -2.125, 0.047)  -1.198
C (-0.837, -0.787, 0.337)  -0.246
C (-2.118, -0.473, 0.335)  0.942
C (-2.621, 0.799, 0.947)  -1.407
C (-3.191, -1.322, -0.262)  -1.320
H (0.260, -2.134, -0.939)  0.285
H (-0.948, -2.928, 0.018)  0.339
H (0.627, -2.328, 0.687)  0.333
H (-0.179, -0.098, 0.861)  0.230
H (-3.145, 1.439, 0.236)  0.334
H (-3.391, 0.547, 1.655)  0.340
H (-1.829, 1.358, 1.415)  0.347
H (-3.853, -0.692, -0.859)  0.354
H (-2.786, -2.075, -0.931)  0.340
H (-3.761, -1.711, 0.575)  0.328
O (0.821, 3.053, -2.183)  -0.637
H (1.596, 3.103, -2.759)  0.317
H (0.745, 3.920, -1.777)  0.319
O (6.413, -0.026, 1.184)  -0.641
H (5.553, -0.042, 0.754)  0.321
H (6.709, 0.892, 1.164)  0.321

Forces on the atoms, in the same order (eV/Å):
0.8456 0.4492 -1.3848
0.6025 -0.3149 1.2894
-0.3349 0.5479 -0.5742
-0.1132 -0.0998 -0.5516
0.2124 0.4081 -0.0860
-0.2601 0.0805 -0.0523
-0.1544 -0.3482 0.3262
-0.3978 -0.1665 0.4757
0.0996 0.1167 -0.2540
0.1894 0.0479 -0.2844
-0.2539 -0.0746 0.7060
0.2021 0.2442 0.2750
-0.1253 -0.0149 0.0298
-0.1567 -0.3409 0.2250
-0.3547 -0.5366 -0.1405
0.1678 -0.0957 -0.1419
-0.2025 0.0451 0.1585
0.0377 0.0533 -0.0161
0.1603 0.0992 0.0571
0.0042 0.1058 -0.0133
-0.1679 -0.2055 -0.0437

Computed properties:
**SMILES string**: CC=C(C)C.O.O
**Frontier orbital gap**: 9.289 eV
**Charge**: 0
**Relative energy (zero: lowest compared OMol25 entry of this formula, charge and spin)**: 69.33 kJ/mol



The lowest relative energy (zero: lowest compared OMol25 entry of this formula, charge and spin) belongs to which entry? number 4



charge of number 5 (C5H14O2)? 0



Look up the charge of the first one. 0